Entry from the Open Molecules 2025 dataset: the molecule C25H32N2O3 (ωB97M-V with the def2-TZVPD basis set).

CARTESIAN COORDINATES (ANGSTROEM)
1 C 2.41004 7.40332 4.94355
2 O 3.13669 6.42586 4.24642
3 C 2.47665 5.63384 3.33920
4 C 1.10580 5.73337 3.06561
5 C 0.50129 4.90625 2.13932
6 C 1.28426 3.97099 1.48350
7 N 0.97391 3.04513 0.53062
8 C 2.10437 2.33717 0.20047
9 C 1.99504 1.25717 -0.82387
10 N 0.82258 0.43517 -0.56205
11 C 0.51515 -0.45789 -1.66265
12 C -0.81697 -1.15846 -1.41292
13 C -0.83543 -1.95917 -0.10371
14 C 0.06390 -3.20596 -0.22917
15 O -0.10060 -4.13724 0.81524
16 C -2.27770 -2.38320 0.24863
17 C -2.85637 -3.54250 -0.55952
18 O -2.94803 -3.17519 -1.92142
19 C -3.40220 -4.09040 -2.81885
20 C -3.81442 -5.38132 -2.50696
21 C -4.25705 -6.22434 -3.51357
22 C -4.29623 -5.80041 -4.82822
23 C -3.88635 -4.51311 -5.14034
24 C -3.44294 -3.66459 -4.14830
25 C -0.33925 -1.02495 1.01492
26 C 0.96810 -0.31916 0.66859
27 C 3.16955 2.80160 0.92354
28 C 4.58807 2.34375 0.88260
29 C 2.67063 3.85604 1.75114
30 C 3.26310 4.69801 2.68568
31 H 1.96935 8.14260 4.26551
32 H 3.13124 7.89936 5.59206
33 H 1.61955 6.96010 5.55938
34 H 0.50000 6.46347 3.57825
35 H -0.55592 4.99274 1.93577
36 H 0.06276 2.83195 0.16369
37 H 1.86800 1.70839 -1.81505
38 H 2.92454 0.66241 -0.84396
39 H 0.43432 0.14011 -2.57496
40 H 1.31799 -1.20020 -1.82044
41 H -1.04899 -1.81071 -2.25329
42 H -1.59321 -0.39343 -1.35749
43 H -0.18490 -3.74461 -1.14603
44 H 1.11660 -2.90535 -0.29766
45 H 0.15614 -3.71704 1.64299
46 H -2.93204 -1.51778 0.13151
47 H -2.30829 -2.69164 1.29582
48 H -3.85980 -3.77021 -0.17011
49 H -2.22989 -4.43303 -0.43876
50 H -3.79555 -5.73983 -1.48992
51 H -4.57440 -7.22503 -3.25860
52 H -4.64308 -6.46497 -5.60479
53 H -3.91278 -4.16963 -6.16398
54 H -3.12181 -2.65940 -4.37385
55 H -1.10112 -0.26178 1.18473
56 H -0.21135 -1.57603 1.95035
57 H 1.22393 0.37879 1.47028
58 H 1.79539 -1.04898 0.59108
59 H 5.21494 3.08429 0.38521
60 H 4.67997 1.40204 0.34714
61 H 4.96751 2.21014 1.89439
62 H 4.31531 4.64348 2.91326

As for the spin multiplicity: 1. Its energy above the lowest of the compared OMol25 structures with the same formula, charge and spin is 45.91 kcal/mol. The value obtained for the LUMO energy is 0.6336 eV. The value obtained for the gap between HOMO and LUMO is 8.14 eV. As for the molar mass: 408.54 g mol⁻¹. The HOMO energy comes out at -7.51 eV. Its SMILES is COc1ccc2[nH]c(CN3CCC(CO)(CCOc4ccccc4)CC3)c(C)c2c1.

***

Entry from the Open Molecules 2025 dataset: the molecule C25H32N2O4 (ωB97M-V with the def2-TZVPD basis set).

CARTESIAN COORDINATES (ANGSTROEM)
1 C 4.36666 -1.71467 1.94322
2 O 5.49539 -0.86767 2.11039
3 C 6.42043 -0.91514 1.14933
4 O 6.33157 -1.62519 0.17923
5 C 7.58286 -0.00225 1.46942
6 C 8.43391 0.29772 0.23633
7 C 7.78612 1.37158 -0.64379
8 N 6.44477 1.01179 -1.03519
9 C 5.36638 1.53526 -0.39616
10 O 5.45967 2.46522 0.38698
11 C 4.05953 0.90338 -0.71959
12 C 3.02568 1.07470 0.19495
13 C 1.78430 0.50050 -0.00032
14 C 1.54645 -0.26311 -1.14071
15 O 0.38964 -0.89910 -1.44685
16 C -0.75115 -0.75724 -0.61596
17 C -1.45779 0.58121 -0.83496
18 C -2.74978 0.62105 -0.02645
19 N -3.63187 -0.45779 -0.42920
20 C -4.94932 -0.35429 0.17189
21 C -5.80544 0.72339 -0.50863
22 C -7.22043 0.63688 -0.01490
23 C -8.13572 -0.20485 -0.63427
24 C -9.42940 -0.31492 -0.15698
25 C -9.82517 0.41418 0.95149
26 C -8.92027 1.25347 1.57808
27 C -7.62723 1.36200 1.09767
28 C -3.00560 -1.74129 -0.17253
29 C -1.72179 -1.87620 -0.98445
30 C 2.57864 -0.42102 -2.07195
31 C 3.81428 0.15001 -1.86674
32 H 3.81500 -1.43719 1.04260
33 H 3.75003 -1.57345 2.82672
34 H 4.68504 -2.75576 1.85782
35 H 8.18144 -0.50996 2.22967
36 H 7.18884 0.91433 1.91030
37 H 8.55373 -0.62335 -0.33870
38 H 9.42082 0.64586 0.54192
39 H 8.39141 1.53100 -1.54172
40 H 7.70625 2.31297 -0.09405
41 H 6.34453 0.11856 -1.49277
42 H 3.21779 1.67009 1.07514
43 H 1.01663 0.65540 0.74119
44 H -0.46254 -0.86613 0.44037
45 H -1.69225 0.67536 -1.89607
46 H -0.81303 1.41405 -0.55032
47 H -3.25325 1.57134 -0.20759
48 H -2.51149 0.56009 1.05379
49 H -5.45327 -1.31554 0.04145
50 H -4.89381 -0.15208 1.25637
51 H -5.40251 1.71409 -0.29580
52 H -5.76464 0.55715 -1.58570
53 H -7.83073 -0.77427 -1.50085
54 H -10.13159 -0.97050 -0.65138
55 H -10.83529 0.32987 1.32435
56 H -9.22294 1.82615 2.44279
57 H -6.92518 2.02100 1.58919
58 H -3.70174 -2.52984 -0.46736
59 H -2.77537 -1.87261 0.90231
60 H -1.95129 -1.79844 -2.04701
61 H -1.25982 -2.84656 -0.79946
62 H 2.37636 -1.00401 -2.95660
63 H 4.57756 0.02477 -2.61994

As for the spin multiplicity: 1. Its energy above the lowest of the compared OMol25 structures with the same formula, charge and spin is 27.92 kcal/mol. The value obtained for the LUMO energy is 0.7338 eV. The value obtained for the gap between HOMO and LUMO is 9.34 eV. As for the molar mass: 424.54 g mol⁻¹. The HOMO energy comes out at -8.60 eV. Its SMILES is COC(=O)CCCNC(=O)c1ccc(OC2CCN(CCc3ccccc3)CC2)cc1.

***

Entry from the Open Molecules 2025 dataset: the molecule C25H32N6O (ωB97M-V with the def2-TZVPD basis set).

CARTESIAN COORDINATES (ANGSTROEM)
1 C -6.77260 -2.45516 0.20762
2 C -5.48292 -1.69608 0.27307
3 C -4.90590 -1.18289 -0.88220
4 C -3.72648 -0.46502 -0.83298
5 C -3.09188 -0.23544 0.38118
6 C -1.75821 0.47826 0.46531
7 C -1.71790 1.68418 -0.41262
8 N -2.76570 2.33945 -0.86056
9 N -2.30356 3.37474 -1.54530
10 N -1.03827 3.39778 -1.54582
11 N -0.60874 2.34811 -0.83683
12 C 0.78720 2.10162 -0.63289
13 C 1.42962 3.16180 0.28756
14 C 0.93923 3.04350 1.73275
15 C 1.84429 1.94101 2.28854
16 C 3.09889 2.03132 1.40021
17 O 2.82144 2.95563 0.35856
18 N -0.60531 -0.38652 0.20539
19 C -0.38883 -1.39758 1.22175
20 C 0.99705 -2.00058 1.01242
21 N 1.07770 -2.61008 -0.29928
22 C 2.33201 -3.32478 -0.52056
23 C 3.55360 -2.44053 -0.45610
24 C 4.19199 -2.20361 0.75630
25 C 5.24462 -1.30891 0.83891
26 C 5.67562 -0.63685 -0.29227
27 C 5.05997 -0.87855 -1.50835
28 C 4.00769 -1.77393 -1.58864
29 C 0.78605 -1.63424 -1.33130
30 C -0.59550 -1.02810 -1.09743
31 C -3.66692 -0.74506 1.53766
32 C -4.84662 -1.46452 1.48447
33 H -6.92859 -3.03911 1.11140
34 H -6.78470 -3.12249 -0.65175
35 H -7.60621 -1.76050 0.10218
36 H -5.38878 -1.34666 -1.83476
37 H -3.31209 -0.06566 -1.74520
38 H -1.63194 0.83757 1.49910
39 H 0.89123 1.10699 -0.19740
40 H 1.29358 2.14433 -1.60137
41 H 1.26385 4.15350 -0.14440
42 H 1.11736 3.98451 2.25309
43 H -0.11957 2.80343 1.79776
44 H 1.37146 0.96480 2.18511
45 H 2.08222 2.09699 3.33825
46 H 3.96750 2.41288 1.94348
47 H 3.36370 1.05567 0.97203
48 H -0.43556 -0.93178 2.20969
49 H -1.14644 -2.19552 1.17238
50 H 1.17387 -2.77267 1.76502
51 H 1.75215 -1.20421 1.14332
52 H 2.26122 -3.80166 -1.50175
53 H 2.39296 -4.10734 0.24098
54 H 3.86535 -2.72960 1.64256
55 H 5.72766 -1.13427 1.78940
56 H 6.49098 0.06779 -0.22733
57 H 5.39852 -0.36608 -2.39671
58 H 3.53743 -1.96385 -2.54325
59 H 0.79662 -2.14165 -2.29881
60 H 1.53400 -0.82248 -1.35286
61 H -0.79912 -0.28357 -1.87007
62 H -1.35469 -1.82297 -1.16263
63 H -3.19249 -0.57355 2.49438
64 H -5.27798 -1.84838 2.39808

As for the spin multiplicity: 1. Its energy above the lowest of the compared OMol25 structures with the same formula, charge and spin is 37.78 kcal/mol. The value obtained for the LUMO energy is 0.6259 eV. The value obtained for the gap between HOMO and LUMO is 9.49 eV. As for the molar mass: 432.57 g mol⁻¹. The HOMO energy comes out at -8.87 eV. Its SMILES is Cc1ccc([C@H](c2nnnn2C[C@H]2CCCO2)N2CCN(Cc3ccccc3)CC2)cc1.

***

Entry from the Open Molecules 2025 dataset: a structure of composition C25H33AsCl2CrN3O2 (ωB97M-V with the def2-TZVPD basis set).

CARTESIAN COORDINATES (ANGSTROEM)
1 Cr -1.47319 0.39454 0.32051
2 O 0.04362 0.85732 1.52989
3 N -0.15863 1.60186 2.61147
4 N -1.40544 2.02390 2.67411
5 O -2.34697 1.66251 1.74238
6 C -1.79109 2.85981 3.64488
7 C -0.81619 3.29692 4.55228
8 C -1.26261 4.15119 5.53233
9 C -2.61137 4.54791 5.59164
10 C -3.56156 4.09460 4.63921
11 C -3.15545 3.21448 3.68232
12 H 0.19976 2.95988 4.46449
13 H -0.55543 4.64170 6.22748
14 H -2.89133 5.25562 6.43212
15 H -4.58947 4.46367 4.69219
16 H -3.81833 2.74287 2.95470
17 Cl -0.48703 2.43820 -0.78945
18 C -2.14016 2.48950 -1.60881
19 Cl -2.91470 0.79623 -1.65131
20 H -2.01685 2.84526 -2.64462
21 H -2.71414 3.17878 -1.02570
22 C 1.31286 -2.12783 -3.35444
23 As 0.75869 -0.41382 -2.47802
24 C 2.59764 -0.12096 -1.82616
25 C 0.76356 0.69948 -4.14557
26 C 2.10762 0.71815 -4.81164
27 C 2.43416 -0.21448 -5.80945
28 C 3.71239 -0.29178 -6.27592
29 C 4.69331 0.62792 -5.98140
30 C 4.34935 1.62335 -5.07587
31 C 3.10171 1.64695 -4.46433
32 H 2.27100 -1.99257 -3.88905
33 H 0.53804 -2.46062 -4.02829
34 H 1.41284 -2.86339 -2.54268
35 H 3.36257 -0.10902 -2.60942
36 H 2.84781 -0.80612 -1.00217
37 H 2.60179 0.82494 -1.27574
38 H 0.37715 1.70520 -3.95041
39 H 0.01858 0.16188 -4.78915
40 H 1.66028 -0.89213 -6.21694
41 H 4.01431 -1.16072 -6.89191
42 H 5.71441 0.51454 -6.44613
43 H 5.09723 2.41600 -4.80022
44 H 2.92959 2.49992 -3.76355
45 C 0.35010 -4.19232 1.00520
46 N 0.72550 -2.75057 1.21459
47 C 2.18607 -2.55899 1.07697
48 C 0.18030 -2.14948 2.50181
49 C -1.36503 -1.92547 2.40938
50 C -2.12561 -2.58726 3.39105
51 C -3.48986 -2.71263 3.29886
52 C -4.15271 -2.11903 2.21756
53 C -3.38173 -1.49187 1.21815
54 C -2.01931 -1.31638 1.39175
55 H 0.60460 -4.39387 -0.07963
56 H -0.71208 -4.33866 1.10741
57 H 0.95068 -4.79282 1.70361
58 H 0.26844 -2.19335 0.44735
59 H 2.67288 -2.85373 1.98533
60 H 2.34959 -1.44999 1.02542
61 H 2.49685 -3.02827 0.16688
62 H 0.69669 -1.20884 2.70438
63 H 0.41817 -2.85404 3.27541
64 H -1.66319 -3.07409 4.24578
65 H -4.09882 -3.13056 4.15029
66 H -5.22373 -2.14037 2.09041
67 H -3.87812 -1.23904 0.30836

As for the spin multiplicity: 4. Its energy above the lowest of the compared OMol25 structures with the same formula, charge and spin is 35.18 kcal/mol. The value obtained for the LUMO energy (spin up / spin down) is -7.4598 / -6.1935 eV. The charge is +2. The value obtained for the gap between HOMO and LUMO (spin up / spin down) is 5.69 / 6.96 eV. As for the molar mass: 605.38 g mol⁻¹. The HOMO energy (spin up / spin down) comes out at -13.15 / -13.16 eV.